No. 1
DFT (ωB97M-V with the def2-TZVPD basis set) results for 2 unconnected molecules or ions with the total composition C8H9NO4S2 in a non-equilibrium geometry.

For the total energy, the calculation gives -39788.5491 eV. As for the molar mass: 247.3 g/mol. For the LUMO energy (alpha / beta), the calculation gives -0.0744 / -0.0894 Ha. Its net charge is 0.

Element x y z (Å)
C (1.505, -1.606, 1.651)
C (0.444, -0.795, 2.049)
C (1.469, -2.286, 0.459)
C (-0.642, -0.652, 1.212)
C (0.367, -2.170, -0.411)
C (-0.698, -1.373, 0.034)
C (-1.544, 3.772, -0.679)
C (-0.608, 3.522, -1.559)
N (0.340, -2.806, -1.598)
O (-2.245, -2.088, -2.045)
O (-3.249, -0.635, -0.300)
O (0.616, 1.334, -0.668)
O (0.707, 1.790, -3.103)
S (-2.087, -0.990, -1.090)
S (-0.090, 1.748, -1.883)
H (2.375, -1.691, 2.284)
H (0.477, -0.273, 2.991)
H (2.309, -2.883, 0.139)
H (-1.478, -0.024, 1.478)
H (-1.869, 4.777, -0.452)
H (-2.019, 2.979, -0.125)
H (-0.084, 4.231, -2.176)
H (1.053, -3.474, -1.823)
H (-0.488, -2.743, -2.172)

***

No. 2
DFT (ωB97M-V with the def2-TZVPD basis set) results for 2 unconnected molecules or ions with the total composition C9H11N2O2 in a non-equilibrium geometry.

For the total energy, the calculation gives -16584.0648 eV. As for the molar mass: 179.2 g/mol. For the LUMO energy (alpha / beta), the calculation gives 0.0655 / 0.1126 Ha. Its net charge is -1.

Element x y z (Å)
C (-1.155, 3.009, 0.470)
C (-0.135, -0.673, 2.156)
C (1.250, 3.377, 0.232)
C (1.063, -0.382, -0.968)
C (0.349, -2.629, 0.078)
C (-1.283, -1.430, -1.316)
C (0.026, 2.770, 1.027)
C (-0.597, -0.503, 0.906)
C (-0.089, -1.255, -0.314)
N (-2.257, 3.118, 0.083)
N (0.149, -0.865, 3.266)
O (1.349, 2.533, -0.668)
O (1.844, 4.382, 0.490)
H (0.761, 0.645, -1.234)
H (1.908, -0.155, -0.452)
H (1.090, -0.953, -1.849)
H (-0.587, -3.134, 0.278)
H (0.974, -2.729, 0.935)
H (0.830, -3.070, -0.834)
H (-1.337, -0.677, -2.034)
H (-2.223, -1.646, -0.713)
H (-1.040, -2.280, -2.096)
H (0.251, 2.078, 1.819)
H (-1.142, 0.470, 0.738)

***

No. 3
DFT (ωB97M-V with the def2-TZVPD basis set) results for 2 unconnected molecules or ions with the total composition C3H8N2O in a non-equilibrium geometry.

For the total energy, the calculation gives -8264.2157 eV. As for the molar mass: 88.1 g/mol. For the LUMO energy, the calculation gives 0.0189 Ha. Its net charge is 0. As for the structure (SMILES): [H]/N=C\OC.C=N.

Element x y z (Å)
H (0.583, -1.490, -1.101)
N (1.028, -1.550, -0.191)
C (0.579, -0.839, 0.732)
O (-0.920, -0.204, 0.731)
C (-1.758, -0.549, -0.372)
H (0.875, -0.855, 1.777)
H (-2.788, -0.302, -0.109)
H (-1.464, 0.012, -1.265)
H (-1.713, -1.621, -0.579)
C (1.044, 1.555, 0.435)
N (1.835, 1.682, -0.553)
H (-0.118, 0.939, 0.490)
H (1.230, 2.183, 1.320)
H (1.586, 1.038, -1.316)

***

No. 4
DFT (ωB97M-V with the def2-TZVPD basis set) results for a molecular structure, C6H17N3 in a non-equilibrium geometry.

For the total energy, the calculation gives -10961.7472 eV. As for the molar mass: 131.2 g/mol. For the LUMO energy (alpha / beta), the calculation gives 0.0296 / 0.0095 Ha. Its net charge is 0.

Element x y z (Å)
C (0.840, -0.080, 1.493)
C (-0.402, 0.093, 0.051)
C (0.007, -2.240, -0.267)
C (-1.056, -0.273, -2.600)
C (-0.054, 0.313, 2.656)
C (1.977, 0.875, 1.225)
N (0.484, -0.875, -0.455)
N (-1.619, 0.677, -1.752)
N (-1.235, 1.968, -2.134)
H (1.213, -1.086, 1.650)
H (-0.226, 2.093, -2.261)
H (-1.574, 2.635, -1.452)
H (-0.141, 1.129, -0.080)
H (-1.355, -0.181, 0.490)
H (0.710, -2.927, -0.737)
H (-0.075, -2.515, 0.794)
H (-0.986, -2.395, -0.710)
H (-1.688, -1.161, -2.668)
H (-0.052, -0.700, -2.064)
H (-0.800, 0.090, -3.599)
H (-0.861, -0.402, 2.814)
H (0.559, 0.326, 3.566)
H (-0.485, 1.306, 2.519)
H (1.633, 1.910, 1.167)
H (2.492, 0.610, 0.304)
H (2.695, 0.810, 2.049)

***

Q: Which energy relative to the best compared isomer or geometry (same formula, charge and spin) values were calculated for the entries above? A: 0.8346, 3.5721, 5.1103, 6.4595, in eV.